{
  "formula": "C34H28CuN2P2S2",
  "method": "ωB97M-V/def2-TZVPD",
  "spin_multiplicity": 2,
  "gap_ev": [6.03, 5.84],
  "s2": 0.757,
  "homo_energy_ev": [-6.326, -6.228],
  "charge": 0,
  "de_lowest_kj_mol": 0.0,
  "symbols": ["Cu", "S", "P", "C", "P", "S", "C", "C", "C", "C", "C", "C", "C", "C", "C", "C", "C", "C", "C", "C", "C", "C", "C", "C", "C", "C", "C", "C", "C", "C", "H", "H", "H", "H", "H", "H", "H", "H", "H", "H", "H", "H", "H", "H", "H", "H", "H", "H", "H", "H", "N", "C", "C", "C", "C", "C", "C", "C", "C", "N", "C", "H", "H", "H", "H", "H", "H", "H", "H"],
  "positions_angstrom": [[-0.82, 0.05, -2.34], [-0.80, 2.47, -2.28], [-0.44, 2.26, -0.22], [-0.02, 0.54, -0.39], [1.49, -0.34, -0.13], [2.03, -0.09, -2.16], [2.73, 0.25, 1.03], [2.49, 0.03, 2.39], [3.39, 0.46, 3.36], [4.58, 0.99, 2.92], [4.89, 1.17, 1.58], [3.97, 0.79, 0.63], [1.47, -2.11, 0.17], [2.61, -2.89, -0.07], [2.55, -4.26, 0.12], [1.38, -4.85, 0.60], [0.26, -4.08, 0.90], [0.32, -2.71, 0.69], [-1.88, 2.81, 0.73], [-2.90, 1.89, 0.99], [-4.11, 2.30, 1.54], [-4.27, 3.65, 1.87], [-3.27, 4.55, 1.66], [-2.03, 4.14, 1.15], [0.90, 3.31, 0.39], [1.08, 3.51, 1.77], [2.22, 4.16, 2.25], [3.11, 4.69, 1.35], [2.93, 4.60, 0.00], [1.82, 3.92, -0.52], [1.56, -0.47, 2.72], [3.18, 0.33, 4.42], [5.34, 1.31, 3.65], [5.81, 1.67, 1.32], [4.14, 0.93, -0.46], [3.54, -2.47, -0.46], [3.42, -4.87, -0.13], [1.34, -5.92, 0.71], [-0.65, -4.57, 1.22], [-0.50, -2.05, 0.95], [-2.69, 0.82, 0.82], [-4.93, 1.61, 1.73], [-5.24, 3.98, 2.24], [-3.42, 5.61, 1.89], [-1.19, 4.83, 1.02], [0.31, 3.11, 2.44], [2.34, 4.35, 3.30], [3.94, 5.30, 1.70], [3.67, 5.03, -0.68], [1.57, 3.86, -1.60], [-2.94, -0.15, -2.52], [-3.27, -1.50, -2.34], [-4.55, -1.97, -2.08], [-4.77, -3.33, -1.92], [-3.72, -4.23, -2.06], [-2.42, -3.81, -2.37], [-1.33, -4.67, -2.58], [-0.07, -4.20, -2.92], [0.09, -2.83, -2.96], [-0.91, -1.94, -2.77], [-2.18, -2.40, -2.48], [-3.45, 0.48, -1.90], [-2.96, 0.20, -3.48], [-5.37, -1.23, -2.06], [-5.75, -3.71, -1.69], [-3.93, -5.28, -1.91], [-1.52, -5.74, -2.45], [0.76, -4.87, -3.16], [1.05, -2.39, -3.11]]
}

{
  "formula": "C34H29BrCsNO3P2S2",
  "method": "ωB97M-V/def2-TZVPD",
  "spin_multiplicity": 1,
  "gap_ev": 5.02,
  "homo_energy_ev": -1.405,
  "charge": -2,
  "de_lowest_kj_mol": 110.0,
  "symbols": ["Cs", "S", "P", "C", "P", "S", "C", "C", "C", "C", "C", "C", "C", "C", "C", "C", "C", "C", "C", "C", "C", "C", "C", "C", "C", "C", "C", "C", "C", "C", "H", "H", "H", "H", "H", "H", "H", "H", "H", "H", "H", "H", "H", "H", "H", "H", "H", "H", "H", "H", "Br", "C", "C", "N", "C", "C", "C", "C", "O", "O", "H", "H", "H", "C", "C", "C", "O", "H", "H", "H", "H", "H", "H"],
  "positions_angstrom": [[-0.11, -2.75, -0.64], [-0.03, -0.43, -3.05], [-0.13, 0.63, -1.38], [-1.12, -0.13, -0.24], [-1.19, 0.51, 1.34], [-2.31, -0.58, 2.55], [-1.99, 2.16, 1.54], [-2.99, 2.47, 0.62], [-3.80, 3.57, 0.81], [-3.63, 4.37, 1.93], [-2.65, 4.07, 2.85], [-1.83, 2.96, 2.66], [0.41, 0.82, 2.21], [0.98, -0.24, 2.91], [2.21, -0.11, 3.53], [2.91, 1.08, 3.43], [2.37, 2.14, 2.71], [1.14, 2.00, 2.10], [-0.79, 2.29, -1.84], [-1.83, 2.31, -2.77], [-2.53, 3.47, -3.04], [-2.22, 4.64, -2.37], [-1.21, 4.63, -1.42], [-0.51, 3.47, -1.15], [1.64, 1.06, -1.06], [2.36, 0.21, -0.23], [3.71, 0.41, 0.00], [4.37, 1.46, -0.62], [3.67, 2.30, -1.48], [2.31, 2.10, -1.70], [-3.11, 1.82, -0.24], [-4.57, 3.80, 0.08], [-4.28, 5.23, 2.09], [-2.52, 4.68, 3.74], [-1.08, 2.71, 3.40], [0.41, -1.16, 3.00], [2.62, -0.95, 4.08], [3.87, 1.20, 3.93], [2.91, 3.07, 2.62], [0.72, 2.83, 1.55], [-2.05, 1.38, -3.29], [-3.31, 3.45, -3.79], [-2.77, 5.55, -2.58], [-0.98, 5.54, -0.87], [0.27, 3.48, -0.40], [1.85, -0.61, 0.24], [4.24, -0.25, 0.67], [5.43, 1.62, -0.46], [4.18, 3.11, -1.99], [1.78, 2.74, -2.39], [7.06, -6.17, -0.41], [5.28, -6.47, 0.21], [5.05, -7.50, 1.10], [3.84, -7.78, 1.56], [2.82, -7.02, 1.15], [2.97, -5.94, 0.29], [4.24, -5.66, -0.20], [1.80, -5.00, -0.08], [2.14, -3.85, -0.38], [0.66, -5.49, -0.02], [5.86, -8.12, 1.46], [1.84, -7.26, 1.53], [4.36, -4.81, -0.86], [-6.02, -2.43, -2.65], [-4.55, -2.42, -2.23], [-3.90, -1.09, -2.01], [-3.97, -3.47, -2.07], [-6.35, -1.46, -3.02], [-6.62, -2.70, -1.78], [-6.18, -3.20, -3.41], [-4.48, -0.27, -2.41], [-2.89, -1.10, -2.43], [-3.75, -0.94, -0.94]]
}

{
  "formula": "C34H29IrN4O7S",
  "method": "ωB97M-V/def2-TZVPD",
  "spin_multiplicity": 6,
  "gap_ev": [6.91, 4.28],
  "s2": 8.797,
  "homo_energy_ev": [-4.841, -4.646],
  "charge": -1,
  "de_lowest_kj_mol": 167.7,
  "symbols": ["Ir", "O", "C", "C", "C", "C", "C", "C", "C", "O", "N", "N", "C", "C", "C", "C", "C", "C", "C", "O", "H", "H", "H", "H", "H", "H", "H", "H", "H", "H", "O", "C", "O", "C", "C", "C", "C", "C", "C", "S", "H", "H", "H", "H", "C", "C", "C", "C", "C", "C", "C", "C", "C", "C", "O", "O", "H", "H", "H", "H", "H", "H", "H", "H", "H", "H", "H", "N", "C", "C", "C", "N", "H", "H", "H", "H"],
  "positions_angstrom": [[-0.40, 1.20, -0.24], [-2.79, -0.77, 3.40], [-3.98, -0.25, 3.11], [-5.06, -0.58, 3.95], [-6.31, -0.05, 3.73], [-6.55, 0.79, 2.65], [-5.51, 1.10, 1.80], [-4.23, 0.60, 2.01], [-3.13, 0.98, 1.10], [-1.95, 0.61, 1.34], [-3.47, 1.73, 0.07], [-2.48, 2.06, -0.78], [-2.80, 2.87, -1.74], [-1.97, 3.40, -2.76], [-2.56, 4.28, -3.68], [-1.85, 4.88, -4.69], [-0.47, 4.62, -4.79], [0.15, 3.77, -3.92], [-0.57, 3.10, -2.88], [0.06, 2.29, -2.14], [-2.09, -0.37, 2.84], [-4.86, -1.24, 4.78], [-7.11, -0.30, 4.41], [-7.53, 1.21, 2.49], [-5.65, 1.75, 0.95], [-3.84, 3.20, -1.77], [-3.62, 4.47, -3.58], [-2.33, 5.53, -5.39], [0.10, 5.10, -5.58], [1.20, 3.56, -4.01], [-0.22, -2.10, -2.48], [0.77, -1.60, -1.95], [0.79, -0.52, -1.27], [2.12, -2.25, -2.06], [2.32, -3.42, -2.78], [3.58, -3.97, -2.88], [4.64, -3.38, -2.20], [4.45, -2.23, -1.46], [3.19, -1.64, -1.40], [2.93, -0.16, -0.57], [1.47, -3.88, -3.26], [3.75, -4.85, -3.48], [5.62, -3.82, -2.25], [5.27, -1.78, -0.92], [3.01, -5.56, 0.76], [2.43, -4.25, 1.19], [3.20, -3.32, 1.88], [2.68, -2.09, 2.26], [3.53, -1.10, 3.00], [1.37, -1.79, 1.91], [0.57, -2.71, 1.24], [-0.85, -2.40, 0.89], [1.12, -3.94, 0.90], [0.77, -0.41, 2.25], [0.15, -0.30, 3.29], [1.03, 0.49, 1.39], [4.07, -5.63, 1.00], [2.89, -5.67, -0.32], [2.49, -6.40, 1.23], [4.23, -3.56, 2.13], [4.47, -1.54, 3.30], [3.00, -0.73, 3.88], [3.74, -0.24, 2.35], [-1.49, -2.43, 1.77], [-1.23, -3.10, 0.14], [-0.92, -1.39, 0.47], [0.50, -4.66, 0.38], [1.64, 3.23, 0.24], [2.09, 4.44, -0.12], [1.01, 5.30, -0.07], [-0.06, 4.50, 0.33], [0.34, 3.25, 0.50], [2.14, 2.35, 0.29], [3.11, 4.62, -0.38], [1.00, 6.35, -0.29], [-1.09, 4.77, 0.48]]
}

{
  "formula": "C34H29N2O3P2PdS4",
  "method": "ωB97M-V/def2-TZVPD",
  "spin_multiplicity": 1,
  "gap_ev": 6.62,
  "homo_energy_ev": -11.078,
  "charge": 1,
  "de_lowest_kj_mol": 0.0,
  "symbols": ["Pd", "S", "P", "C", "P", "S", "C", "C", "C", "C", "C", "C", "C", "C", "C", "C", "C", "C", "C", "C", "C", "C", "C", "C", "C", "C", "C", "C", "C", "C", "H", "H", "H", "H", "H", "H", "H", "H", "H", "H", "H", "H", "H", "H", "H", "H", "H", "H", "H", "H", "O", "S", "O", "N", "C", "S", "C", "C", "C", "C", "C", "C", "H", "H", "H", "H", "C", "C", "N", "O", "H", "H", "H", "H", "H"],
  "positions_angstrom": [[0.01, -0.40, 0.82], [2.33, -0.03, 0.55], [1.67, 1.87, 0.19], [0.06, 1.64, 0.73], [-1.59, 1.99, 0.40], [-2.33, 0.13, 0.83], [-2.21, 3.22, 1.56], [-1.39, 4.29, 1.91], [-1.85, 5.25, 2.80], [-3.13, 5.14, 3.33], [-3.95, 4.08, 2.98], [-3.49, 3.11, 2.10], [-2.01, 2.61, -1.23], [-1.47, 1.99, -2.36], [-1.79, 2.44, -3.63], [-2.65, 3.52, -3.78], [-3.18, 4.15, -2.67], [-2.87, 3.70, -1.40], [2.55, 3.13, 1.13], [3.60, 3.84, 0.56], [4.32, 4.75, 1.33], [3.99, 4.95, 2.66], [2.95, 4.23, 3.23], [2.24, 3.32, 2.48], [1.83, 2.37, -1.53], [1.44, 3.65, -1.90], [1.44, 4.03, -3.23], [1.83, 3.12, -4.21], [2.22, 1.83, -3.85], [2.22, 1.45, -2.51], [-0.39, 4.37, 1.50], [-1.22, 6.08, 3.08], [-3.49, 5.89, 4.02], [-4.94, 3.99, 3.40], [-4.12, 2.27, 1.84], [-0.79, 1.16, -2.25], [-1.36, 1.95, -4.49], [-2.90, 3.87, -4.78], [-3.85, 4.99, -2.79], [-3.29, 4.20, -0.54], [3.87, 3.69, -0.48], [5.14, 5.30, 0.88], [4.55, 5.66, 3.25], [2.70, 4.38, 4.28], [1.44, 2.74, 2.93], [1.14, 4.37, -1.14], [1.14, 5.03, -3.51], [1.84, 3.41, -5.25], [2.53, 1.13, -4.61], [2.52, 0.45, -2.23], [0.21, -3.84, 2.69], [0.59, -4.26, 1.38], [1.66, -5.18, 1.17], [0.90, -2.86, 0.48], [-0.03, -2.68, -0.42], [-0.08, -1.18, -1.34], [-1.08, -3.72, -0.52], [-2.17, -3.79, -1.36], [-3.02, -4.89, -1.23], [-2.78, -5.87, -0.28], [-1.69, -5.80, 0.58], [-0.86, -4.71, 0.44], [-2.36, -3.02, -2.09], [-3.88, -4.98, -1.88], [-3.46, -6.71, -0.20], [-1.51, -6.55, 1.33], [-0.10, -0.65, 5.27], [-0.22, 0.08, 3.96], [-0.72, 1.32, 3.96], [0.14, -0.48, 2.92], [0.55, -0.10, 5.94], [0.30, -1.64, 5.08], [-1.08, -0.74, 5.74], [-1.08, 1.72, 4.81], [-0.83, 1.80, 3.08]]
}

Please write out number 1 again, unchanged.
{
  "formula": "C34H28CuN2P2S2",
  "method": "ωB97M-V/def2-TZVPD",
  "spin_multiplicity": 2,
  "gap_ev": [6.03, 5.84],
  "s2": 0.757,
  "homo_energy_ev": [-6.326, -6.228],
  "charge": 0,
  "de_lowest_kj_mol": 0.0,
  "symbols": ["Cu", "S", "P", "C", "P", "S", "C", "C", "C", "C", "C", "C", "C", "C", "C", "C", "C", "C", "C", "C", "C", "C", "C", "C", "C", "C", "C", "C", "C", "C", "H", "H", "H", "H", "H", "H", "H", "H", "H", "H", "H", "H", "H", "H", "H", "H", "H", "H", "H", "H", "N", "C", "C", "C", "C", "C", "C", "C", "C", "N", "C", "H", "H", "H", "H", "H", "H", "H", "H"],
  "positions_angstrom": [[-0.82, 0.05, -2.34], [-0.80, 2.47, -2.28], [-0.44, 2.26, -0.22], [-0.02, 0.54, -0.39], [1.49, -0.34, -0.13], [2.03, -0.09, -2.16], [2.73, 0.25, 1.03], [2.49, 0.03, 2.39], [3.39, 0.46, 3.36], [4.58, 0.99, 2.92], [4.89, 1.17, 1.58], [3.97, 0.79, 0.63], [1.47, -2.11, 0.17], [2.61, -2.89, -0.07], [2.55, -4.26, 0.12], [1.38, -4.85, 0.60], [0.26, -4.08, 0.90], [0.32, -2.71, 0.69], [-1.88, 2.81, 0.73], [-2.90, 1.89, 0.99], [-4.11, 2.30, 1.54], [-4.27, 3.65, 1.87], [-3.27, 4.55, 1.66], [-2.03, 4.14, 1.15], [0.90, 3.31, 0.39], [1.08, 3.51, 1.77], [2.22, 4.16, 2.25], [3.11, 4.69, 1.35], [2.93, 4.60, 0.00], [1.82, 3.92, -0.52], [1.56, -0.47, 2.72], [3.18, 0.33, 4.42], [5.34, 1.31, 3.65], [5.81, 1.67, 1.32], [4.14, 0.93, -0.46], [3.54, -2.47, -0.46], [3.42, -4.87, -0.13], [1.34, -5.92, 0.71], [-0.65, -4.57, 1.22], [-0.50, -2.05, 0.95], [-2.69, 0.82, 0.82], [-4.93, 1.61, 1.73], [-5.24, 3.98, 2.24], [-3.42, 5.61, 1.89], [-1.19, 4.83, 1.02], [0.31, 3.11, 2.44], [2.34, 4.35, 3.30], [3.94, 5.30, 1.70], [3.67, 5.03, -0.68], [1.57, 3.86, -1.60], [-2.94, -0.15, -2.52], [-3.27, -1.50, -2.34], [-4.55, -1.97, -2.08], [-4.77, -3.33, -1.92], [-3.72, -4.23, -2.06], [-2.42, -3.81, -2.37], [-1.33, -4.67, -2.58], [-0.07, -4.20, -2.92], [0.09, -2.83, -2.96], [-0.91, -1.94, -2.77], [-2.18, -2.40, -2.48], [-3.45, 0.48, -1.90], [-2.96, 0.20, -3.48], [-5.37, -1.23, -2.06], [-5.75, -3.71, -1.69], [-3.93, -5.28, -1.91], [-1.52, -5.74, -2.45], [0.76, -4.87, -3.16], [1.05, -2.39, -3.11]]
}

Q: What is the formula in the fourth record?
A: C34H29N2O3P2PdS4